(1)
{
  "formula": "C58H63N7O7S2Ti",
  "method": "wB97M-V/def2-TZVPD",
  "elements": ["Ti", "C", "O", "C", "N", "C", "C", "C", "C", "C", "C", "C", "C", "C", "C", "C", "C", "N", "C", "N", "C", "C", "O", "C", "C", "C", "C", "C", "C", "H", "H", "H", "H", "H", "H", "H", "H", "H", "H", "H", "H", "H", "H", "H", "H", "H", "H", "H", "C", "C", "C", "C", "C", "C", "C", "S", "O", "O", "N", "C", "C", "O", "O", "H", "H", "H", "H", "H", "H", "H", "H", "H", "N", "N", "H", "H", "H", "H", "O", "S", "C", "C", "C", "C", "C", "C", "C", "C", "C", "C", "C", "C", "C", "C", "H", "H", "H", "H", "H", "H", "H", "H", "H", "H", "H", "H", "H", "H", "C", "C", "C", "C", "C", "C", "C", "C", "C", "C", "C", "C", "N", "H", "H", "H", "H", "H", "H", "H", "H", "H", "H", "H", "H", "H", "H", "H", "H", "H"],
  "positions_angstrom": [[0.668, -1.478, -0.442], [2.119, -5.398, 0.884], [3.042, -4.372, 1.265], [2.443, -3.196, 0.885], [1.239, -3.348, 0.325], [0.781, -4.658, 0.758], [0.052, -4.626, 2.095], [-0.511, -5.798, 2.592], [-1.167, -5.814, 3.812], [-1.267, -4.648, 4.561], [-0.703, -3.478, 4.076], [-0.045, -3.466, 2.852], [2.980, -1.957, 1.231], [4.284, -1.816, 1.752], [4.764, -0.521, 1.963], [3.913, 0.544, 1.845], [2.518, 0.324, 1.573], [2.087, -0.901, 1.066], [1.602, 1.286, 2.082], [0.314, 1.236, 2.230], [-0.089, 2.334, 3.099], [1.206, 3.148, 3.313], [2.215, 2.415, 2.638], [-1.244, 3.153, 2.561], [-1.062, 4.066, 1.527], [-2.122, 4.812, 1.042], [-3.391, 4.661, 1.587], [-3.585, 3.755, 2.618], [-2.515, 3.011, 3.100], [2.434, -5.829, -0.072], [2.120, -6.163, 1.659], [0.127, -5.110, 0.015], [-0.458, -6.706, 2.000], [-1.612, -6.734, 4.175], [-1.790, -4.651, 5.510], [-0.779, -2.559, 4.644], [0.388, -2.545, 2.481], [4.891, -2.699, 1.889], [5.801, -0.360, 2.240], [4.248, 1.548, 2.056], [-0.425, 1.908, 4.055], [1.151, 4.154, 2.891], [1.472, 3.230, 4.371], [-0.079, 4.193, 1.091], [-1.956, 5.510, 0.229], [-4.222, 5.241, 1.205], [-4.572, 3.621, 3.045], [-2.672, 2.291, 3.896], [-6.266, -1.559, -4.483], [-5.395, -1.975, -3.327], [-5.452, -1.305, -2.108], [-4.598, -1.642, -1.070], [-3.658, -2.651, -1.242], [-3.621, -3.356, -2.434], [-4.482, -3.015, -3.467], [-2.529, -3.050, 0.091], [-1.986, -4.336, -0.284], [-3.383, -2.980, 1.260], [-1.384, -1.966, 0.142], [-1.771, -0.722, 0.853], [-1.258, 0.475, 0.071], [-1.916, 1.491, -0.082], [-0.084, 0.279, -0.463], [-7.127, -0.983, -4.142], [-6.629, -2.426, -5.038], [-5.702, -0.934, -5.179], [-6.166, -0.500, -1.975], [-4.657, -1.126, -0.121], [-2.911, -4.164, -2.533], [-4.438, -3.562, -4.403], [-1.304, -0.670, 1.842], [-2.846, -0.634, 0.992], [-1.925, 0.931, -3.521], [-2.122, -0.250, -2.681], [-0.993, 0.794, -3.907], [-1.789, 1.673, -2.838], [-2.504, -0.973, -3.282], [-2.877, -0.011, -2.050], [2.548, 1.367, -1.630], [1.329, 1.826, -2.344], [0.647, 3.155, -1.303], [1.530, 4.329, -1.049], [2.727, 4.174, -0.348], [3.546, 5.270, -0.124], [3.175, 6.533, -0.570], [1.975, 6.698, -1.244], [1.161, 5.599, -1.484], [1.914, 2.781, -3.804], [3.197, 3.547, -3.680], [3.256, 4.902, -3.993], [4.457, 5.595, -3.944], [5.622, 4.939, -3.576], [5.572, 3.587, -3.257], [4.374, 2.893, -3.314], [0.443, 2.590, -0.391], [-0.317, 3.439, -1.731], [3.009, 3.188, 0.000], [4.481, 5.135, 0.406], [3.819, 7.385, -0.389], [1.674, 7.680, -1.591], [0.225, 5.724, -2.018], [1.073, 3.413, -4.104], [2.036, 1.993, -4.553], [2.346, 5.423, -4.268], [4.479, 6.651, -4.188], [6.563, 5.476, -3.539], [6.474, 3.065, -2.961], [4.331, 1.843, -3.061], [4.630, -0.862, -1.387], [4.306, -1.798, -2.552], [4.001, -3.219, -2.075], [3.227, -1.283, -3.493], [3.663, -0.637, -4.638], [2.810, -0.360, -5.702], [1.550, -0.935, -5.654], [1.065, -1.596, -4.526], [-0.079, -2.585, -4.773], [-1.267, -1.997, -5.546], [-0.540, -3.375, -3.555], [1.823, -1.530, -3.303], [1.279, -1.706, -2.079], [5.232, -1.374, -0.634], [3.725, -0.495, -0.913], [5.188, 0.011, -1.739], [5.204, -1.862, -3.178], [3.156, -3.228, -1.392], [4.871, -3.642, -1.564], [3.749, -3.863, -2.924], [4.719, -0.392, -4.716], [3.149, 0.191, -6.571], [0.931, -0.916, -6.546], [0.369, -3.322, -5.454], [-1.690, -1.121, -5.060], [-2.055, -2.748, -5.650], [-0.975, -1.687, -6.551], [-0.971, -2.731, -2.792], [0.298, -3.897, -3.089], [-1.280, -4.118, -3.868]],
  "orbital_gap_ev": [3.9, 6.0],
  "energy_ha": -4803.86254,
  "charge": -2,
  "largest_force_ev_per_a": 1.4,
  "mol_weight_g_mol": 1082.18,
  "spin_multiplicity": 3,
  "lumo_energy_ev": [3.9959, 3.9950]
}



(2)
{
  "formula": "C58H66ClN3O4SeSr",
  "method": "wB97M-V/def2-TZVPD",
  "elements": ["Sr", "C", "C", "C", "C", "C", "C", "C", "Se", "C", "C", "C", "C", "C", "C", "O", "C", "C", "C", "C", "C", "C", "C", "C", "C", "O", "C", "C", "C", "C", "C", "C", "H", "H", "H", "H", "H", "H", "H", "H", "H", "H", "H", "H", "H", "H", "H", "H", "H", "H", "H", "H", "H", "H", "H", "H", "H", "H", "H", "H", "H", "H", "H", "H", "H", "H", "H", "H", "H", "H", "H", "H", "O", "C", "C", "C", "C", "N", "C", "C", "C", "C", "C", "C", "O", "C", "C", "N", "H", "H", "H", "H", "H", "H", "H", "H", "H", "H", "H", "H", "C", "C", "C", "C", "N", "C", "C", "C", "C", "C", "C", "C", "H", "H", "H", "H", "H", "H", "H", "H", "Cl", "C", "C", "C", "C", "C", "C", "C", "H", "H", "H", "H", "H", "H"],
  "positions_angstrom": [[0.150, 0.376, -0.144], [-2.160, -7.250, 1.566], [-1.106, -6.741, 2.551], [-1.699, -6.819, 3.966], [0.110, -7.676, 2.466], [-0.681, -5.307, 2.243], [-1.175, -4.576, 1.176], [-0.747, -3.277, 0.931], [-1.443, -2.366, -0.613], [-0.234, -3.024, -1.953], [-0.456, -4.279, -2.489], [0.381, -4.809, -3.461], [1.432, -3.992, -3.890], [1.685, -2.724, -3.393], [0.851, -2.190, -2.353], [1.051, -1.041, -1.821], [2.840, -1.878, -3.934], [2.302, -0.560, -4.514], [3.849, -1.577, -2.814], [3.597, -2.597, -5.053], [0.129, -6.217, -3.999], [-1.266, -6.294, -4.636], [0.206, -7.229, -2.846], [1.155, -6.627, -5.058], [0.188, -2.598, 1.759], [0.490, -1.364, 1.585], [0.746, -3.388, 2.832], [0.287, -4.675, 3.037], [1.863, -2.804, 3.700], [3.079, -2.466, 2.822], [2.335, -3.791, 4.770], [1.369, -1.544, 4.424], [-2.442, -8.274, 1.826], [-1.777, -7.253, 0.544], [-3.059, -6.631, 1.592], [-1.986, -7.848, 4.211], [-2.585, -6.185, 4.039], [-0.981, -6.478, 4.713], [-0.179, -8.708, 2.694], [0.888, -7.377, 3.169], [0.537, -7.647, 1.462], [-1.907, -4.997, 0.498], [-1.307, -4.844, -2.121], [2.088, -4.372, -4.663], [1.776, 0.016, -3.755], [1.612, -0.762, -5.339], [3.126, 0.050, -4.896], [3.364, -1.050, -1.997], [4.663, -0.955, -3.198], [4.277, -2.507, -2.427], [2.945, -2.825, -5.901], [4.051, -3.529, -4.703], [4.399, -1.947, -5.410], [-2.042, -6.038, -3.913], [-1.467, -7.304, -5.011], [-1.342, -5.592, -5.469], [-0.525, -6.995, -2.071], [1.195, -7.203, -2.384], [0.012, -8.246, -3.205], [1.126, -5.957, -5.920], [0.937, -7.640, -5.407], [2.168, -6.619, -4.652], [0.717, -5.245, 3.853], [3.440, -3.367, 2.319], [3.891, -2.064, 3.435], [2.819, -1.727, 2.069], [2.732, -4.708, 4.328], [1.530, -4.059, 5.461], [3.134, -3.325, 5.352], [0.985, -0.819, 3.709], [2.183, -1.084, 4.992], [0.574, -1.814, 5.127], [-3.735, 5.682, 3.945], [-3.125, 5.968, 2.696], [-2.595, 4.710, 2.066], [-1.952, 4.783, 0.838], [-1.462, 3.621, 0.265], [-1.591, 2.431, 0.845], [-2.201, 2.357, 2.024], [-2.722, 3.473, 2.672], [-2.313, 1.000, 2.621], [-2.010, 0.784, 3.956], [-2.106, -0.503, 4.471], [-1.850, -0.771, 5.928], [-2.983, -0.410, 6.726], [-2.503, -1.518, 3.615], [-2.791, -1.203, 2.294], [-2.699, 0.023, 1.795], [-4.013, 6.511, 4.342], [-2.294, 6.671, 2.822], [-3.848, 6.429, 2.012], [-1.817, 5.734, 0.336], [-0.903, 3.625, -0.666], [-3.217, 3.375, 3.627], [-1.665, 1.604, 4.574], [-1.019, -0.166, 6.290], [-1.601, -1.825, 6.077], [-3.766, -0.731, 6.268], [-2.540, -2.549, 3.949], [-3.094, -1.982, 1.604], [-4.016, 1.268, -2.676], [-3.680, 2.137, -3.706], [-2.361, 2.505, -3.875], [-1.374, 1.992, -3.019], [-1.716, 1.154, -2.029], [-2.991, 0.814, -1.864], [0.055, 2.389, -3.132], [0.541, 2.786, -4.385], [1.856, 3.194, -4.522], [2.676, 3.205, -3.397], [2.175, 2.793, -2.168], [0.852, 2.357, -1.966], [-5.037, 0.958, -2.502], [-4.446, 2.536, -4.362], [-2.086, 3.211, -4.646], [-3.198, 0.151, -1.029], [-0.092, 2.740, -5.267], [2.244, 3.475, -5.495], [3.713, 3.516, -3.491], [2.859, 2.799, -1.320], [7.278, 3.168, 3.260], [5.585, 2.814, 2.902], [4.851, 3.664, 2.082], [3.529, 3.395, 1.806], [2.848, 2.248, 2.332], [1.511, 1.974, 2.044], [3.656, 1.409, 3.165], [4.978, 1.684, 3.437], [5.331, 4.540, 1.660], [2.975, 4.064, 1.155], [0.912, 2.732, 1.549], [0.983, 1.181, 2.570], [3.202, 0.519, 3.582], [5.556, 1.019, 4.069]],
  "orbital_gap_ev": 3.8,
  "energy_ha": -5607.45231,
  "charge": -2,
  "largest_force_ev_per_a": 0.7,
  "mol_weight_g_mol": 1071.22,
  "lumo_energy_ev": 3.3247
}



(3)
{
  "formula": "C58H68ClO7P",
  "method": "wB97M-V/def2-TZVPD",
  "elements": ["C", "C", "C", "C", "C", "C", "C", "C", "C", "C", "C", "C", "C", "C", "C", "C", "C", "C", "C", "C", "C", "C", "C", "O", "C", "C", "C", "C", "C", "C", "P", "O", "Cl", "C", "O", "H", "H", "H", "H", "H", "H", "H", "H", "H", "H", "H", "H", "H", "H", "H", "H", "H", "H", "H", "H", "H", "H", "H", "H", "H", "H", "H", "H", "H", "H", "H", "H", "H", "H", "H", "H", "H", "H", "H", "H", "H", "H", "H", "H", "H", "H", "H", "H", "H", "H", "H", "H", "O", "C", "C", "C", "C", "C", "C", "C", "C", "O", "C", "C", "C", "C", "C", "C", "H", "H", "H", "H", "H", "H", "H", "H", "O", "C", "C", "C", "C", "C", "C", "C", "C", "O", "C", "C", "C", "C", "C", "C", "H", "H", "H", "H", "H", "H", "H", "H"],
  "positions_angstrom": [[1.947, -2.682, 3.457], [0.926, -1.983, 4.374], [1.322, -0.542, 4.707], [0.263, 0.208, 5.553], [-1.148, 0.310, 4.963], [-1.440, 1.505, 4.051], [-0.499, 1.862, 2.899], [-0.291, 0.837, 1.784], [-1.600, 0.321, 1.158], [-1.617, 0.190, -0.367], [-0.775, -1.000, -0.879], [0.417, -0.641, -1.801], [1.754, -1.240, -1.378], [2.871, -1.024, -2.406], [4.290, -1.193, -1.818], [5.277, -0.073, -2.172], [4.772, 1.386, -2.207], [5.642, 2.398, -1.451], [5.067, 3.822, -1.631], [5.595, 4.407, -2.971], [4.560, 5.057, -3.843], [4.089, 6.300, -3.696], [3.112, 6.845, -4.657], [2.969, 8.032, -4.821], [2.284, 5.861, -5.454], [0.988, 6.380, -6.014], [-0.224, 5.931, -5.170], [-0.324, 6.632, -3.814], [-1.015, 5.761, -2.756], [2.759, 4.610, -5.613], [1.740, 3.405, -6.535], [2.862, 2.572, -7.382], [1.537, 2.085, -4.960], [4.065, 4.237, -4.999], [4.703, 3.287, -5.381], [2.304, -1.994, 2.685], [1.488, -3.535, 2.949], [2.805, -3.054, 4.023], [-0.029, -1.998, 3.850], [0.806, -2.548, 5.301], [1.588, 0.016, 3.804], [2.238, -0.591, 5.310], [0.183, -0.369, 6.484], [0.620, 1.199, 5.852], [-1.850, 0.422, 5.798], [-1.432, -0.617, 4.470], [-2.449, 1.371, 3.647], [-1.482, 2.401, 4.682], [-0.964, 2.736, 2.427], [0.470, 2.210, 3.276], [0.299, -0.019, 2.125], [0.316, 1.328, 1.012], [-2.451, 0.940, 1.454], [-1.749, -0.690, 1.555], [-1.235, 1.096, -0.850], [-2.660, 0.076, -0.674], [-0.455, -1.613, -0.030], [-1.414, -1.642, -1.491], [0.544, 0.443, -1.891], [0.157, -1.009, -2.799], [1.650, -2.323, -1.247], [2.028, -0.808, -0.408], [2.772, -0.057, -2.903], [2.711, -1.781, -3.183], [4.199, -1.334, -0.736], [4.734, -2.112, -2.207], [5.657, -0.284, -3.176], [6.145, -0.127, -1.505], [3.745, 1.483, -1.838], [4.772, 1.701, -3.255], [6.635, 2.403, -1.911], [5.760, 2.115, -0.401], [3.975, 3.778, -1.621], [5.389, 4.454, -0.802], [6.372, 5.147, -2.760], [6.039, 3.599, -3.549], [4.450, 6.951, -2.907], [1.022, 7.470, -6.023], [0.853, 6.020, -7.036], [-0.156, 4.850, -5.000], [-1.141, 6.101, -5.741], [0.663, 6.908, -3.431], [-0.890, 7.564, -3.906], [-1.039, 6.298, -1.805], [-2.040, 5.527, -3.049], [-0.461, 4.833, -2.598], [2.743, 2.761, -8.322], [-0.990, -4.760, 5.529], [-1.091, -5.766, 6.198], [-2.181, -5.919, 7.203], [-3.108, -4.894, 7.353], [-4.144, -5.029, 8.261], [-4.260, -6.187, 9.022], [-3.333, -7.206, 8.885], [-2.289, -7.075, 7.978], [-1.293, -8.179, 7.857], [-1.358, -9.162, 8.564], [-0.216, -8.034, 6.836], [0.707, -9.061, 6.679], [1.701, -8.955, 5.721], [1.780, -7.823, 4.917], [0.869, -6.793, 5.076], [-0.130, -6.893, 6.037], [-3.008, -4.001, 6.752], [-4.866, -4.231, 8.376], [-5.076, -6.293, 9.725], [-3.409, -8.109, 9.474], [0.633, -9.937, 7.309], [2.417, -9.757, 5.598], [2.554, -7.746, 4.165], [0.922, -5.906, 4.460], [-3.704, 2.871, -3.803], [-4.100, 1.725, -3.746], [-5.528, 1.419, -3.444], [-6.416, 2.469, -3.251], [-7.752, 2.207, -2.997], [-8.206, 0.893, -2.936], [-7.323, -0.157, -3.117], [-5.981, 0.100, -3.367], [-5.045, -1.048, -3.542], [-5.431, -2.192, -3.426], [-3.623, -0.741, -3.866], [-2.735, -1.792, -4.066], [-1.414, -1.528, -4.388], [-0.974, -0.215, -4.515], [-1.853, 0.834, -4.308], [-3.178, 0.578, -3.979], [-6.050, 3.485, -3.305], [-8.443, 3.026, -2.849], [-9.252, 0.691, -2.746], [-7.662, -1.183, -3.066], [-3.091, -2.808, -3.968], [-0.723, -2.347, -4.544], [0.053, 0.013, -4.768], [-1.519, 1.859, -4.398]],
  "orbital_gap_ev": 8.0,
  "energy_ha": -3579.19679,
  "largest_force_ev_per_a": 0.7,
  "mol_weight_g_mol": 943.60,
  "lumo_energy_ev": -1.2021,
  "smiles": "CCCCCCCCCCCCCCCCCCCCC1=CC(=O)C(CCCC)=C(P(O)Cl)C1=O.O=C1c2ccccc2C(=O)c2ccccc21.O=C1c2ccccc2C(=O)c2ccccc21"
}